{
  "formula": "C2H9N4P",
  "method": "wB97M-V/def2-TZVPD",
  "homo_lumo_gap_ev": 9.659,
  "largest_force_ev_per_a": 4.5,
  "de_lowest_kcal_mol": 6.81,
  "symbols": ["N", "P", "N", "N", "C", "C", "N", "H", "H", "H", "H", "H", "H", "H", "H", "H"],
  "xyz": [[0.399, -2.354, 1.009], [0.362, -0.921, 0.370], [1.960, -0.625, 0.033], [-0.299, 0.332, 1.188], [-0.672, 1.453, 0.335], [-0.621, 0.919, -1.260], [-0.308, -0.450, -1.375], [-0.365, -2.488, 1.765], [2.047, -0.396, -0.868], [2.759, -1.223, 0.430], [-0.968, 0.090, 1.904], [-0.070, 2.348, 0.494], [-1.687, 1.777, 0.675], [-1.633, 1.103, -1.654], [0.266, 1.391, -1.694], [-1.170, -0.955, -1.351]],
  "atomic_forces_ev_per_a": [[-2.6, 0.4, 1.8], [1.7, -1.7, -1.7], [0.9, -1.4, 4.0], [-0.4, 0.7, 0.0], [-1.3, -0.2, -0.5], [0.0, 1.8, 1.9], [1.0, -2.1, 3.4], [1.5, 0.1, -1.8], [1.1, 1.0, -4.2], [-2.3, 1.3, -0.8], [0.1, 0.0, -0.1], [0.5, -0.3, -0.2], [0.5, -0.3, -0.7], [0.8, 0.5, -0.4], [-0.9, 1.0, -0.3], [-0.6, -0.8, -0.3]]
}